The following is a DFT calculation (ωB97M-V with the def2-TZVPD basis set) of an isolated molecule of C13H19NO4S.

Structure (ORCA input):
```
! wB97M-V def2-TZVPD RIJCOSX def2/J DEFGRID3
* xyz 0 1
C -0.526 0.074 -4.753
O 0.157 0.409 -3.520
C -0.689 0.489 -2.456
O -1.896 0.539 -2.511
C -0.085 0.725 -1.149
C 1.152 0.218 -0.798
C 1.978 -0.756 -1.589
N 1.675 0.600 0.422
C 0.856 1.037 1.562
C 1.721 1.246 2.810
S 0.283 2.574 0.811
C -0.890 1.555 -0.148
C -1.542 0.611 0.882
C -2.688 1.304 1.639
C -0.417 0.234 1.926
C -0.051 -1.253 2.002
O 0.230 -1.697 3.111
O -0.106 -1.993 0.831
C 0.187 -3.381 0.933
H -0.839 -0.998 -4.710
H 0.158 0.183 -5.620
H -1.335 0.753 -4.946
H 2.460 -1.368 -0.865
H 2.721 -0.253 -2.199
H 1.397 -1.402 -2.214
H 2.640 0.950 0.373
H 2.182 0.298 3.136
H 2.483 1.972 2.534
H 1.133 1.678 3.638
H -1.645 2.210 -0.622
H -1.936 -0.256 0.331
H -2.327 2.275 1.989
H -3.506 1.506 0.927
H -3.042 0.667 2.452
H -0.734 0.546 2.955
H -0.610 -3.870 1.502
H 1.201 -3.572 1.380
H 0.249 -3.853 -0.047
*
```

Results
**SMILES string**: COC(=O)C1=C(C)N[C@@]2(C)S[C@@H]1[C@H](C)[C@H]2C(=O)OC
**Largest force on an atom**: 3.055 eV Å⁻¹
**LUMO level**: 0.65 eV
**Gap between HOMO and LUMO**: 8.558 eV
**E_HOMO**: -7.9 eV
**Energy relative to the best compared isomer or geometry (same formula, charge and spin)**: 193.0 kJ/mol

=====

The following is a DFT calculation (ωB97M-V with the def2-TZVPD basis set) of a structure of composition C2HgO4.

Structure (ORCA input):
```
! wB97M-V def2-TZVPD RIJCOSX def2/J DEFGRID3
* xyz 1 2
O 2.255 0.655 -2.139
C 3.343 0.713 -2.444
O -0.487 -2.342 1.573
C -0.979 -1.693 0.554
O -0.722 -1.368 -0.552
O -1.557 -1.217 1.630
Hg -0.197 0.839 -1.590
*
```

Results
**Largest force on an atom**: 2.271 eV Å⁻¹
**<S²>**: 0.75
**LUMO level (spin up / spin down)**: -5.22 / -8.55 eV
**Gap between HOMO and LUMO (spin up / spin down)**: 10.176 / 8.280 eV
**E_HOMO (spin up / spin down)**: -15.4 / -16.8 eV

=====

The following is a DFT calculation (ωB97M-V with the def2-TZVPD basis set) of an isolated molecule of C5H3BrO.

Structure (ORCA input):
```
! wB97M-V def2-TZVPD RIJCOSX def2/J DEFGRID3
* xyz 0 1
C -0.370 0.523 0.521
C -0.265 -0.585 1.436
C 0.407 0.624 -0.553
C 0.132 1.788 -1.446
C -0.005 -1.713 0.789
O 0.162 -2.676 0.173
Br 0.742 1.667 -3.238
H -0.943 1.322 0.819
H -0.746 -0.649 2.369
H 0.886 -0.301 -0.869
*
```

Results
**Largest force on an atom**: 4.001 eV Å⁻¹
**LUMO level**: -0.89 eV
**Gap between HOMO and LUMO**: 7.430 eV
**E_HOMO**: -8.3 eV
**Energy relative to the best compared isomer or geometry (same formula, charge and spin)**: 231.1 kJ/mol